(1)
Entry from OMol25: a 2-piece molecular cluster, C2H9N2O overall at a distorted geometry (ωB97M-V/def2-TZVPD).

```
14
C2H9N2O, DFT ωB97M-V/def2-TZVPD
C -2.5582 0.5134 -0.1239
C 0.6920 0.1325 0.0952
N 0.7077 -0.1621 1.3970
N 0.9587 -0.9734 -1.0404
O 1.2314 1.3737 -0.3400
H -2.7065 -0.4106 0.3374
H -2.0447 0.4996 -1.0641
H -2.3744 1.4058 0.4075
H 0.2759 -1.0057 1.6816
H 1.6566 0.0181 1.8313
H 0.3816 -1.6613 -0.5650
H 0.8162 -0.6045 -1.9148
H 1.8942 -1.2592 -0.9209
H 1.0696 2.1336 0.2190
```

Orbital gap (spin up / spin down), eV: 8.0687 / 8.9574
Charge: +1
LUMO (spin up / spin down), eV: -4.422 / -3.862
Energy relative to the best compared isomer or geometry (same formula, charge and spin), kcal per mole: 141.61


(2)
Entry from OMol25: a 9-piece molecular cluster, C25H55F10N10O21S10 overall at a distorted geometry (ωB97M-V/def2-TZVPD).

```
131
C25H55F10N10O21S10, DFT ωB97M-V/def2-TZVPD
C 1.7342 -1.9806 1.3440
C 2.0405 -0.7866 0.3848
N 1.2291 0.3501 0.7763
C 1.4830 1.0875 1.9035
C 0.6966 2.2299 1.8564
N -0.1109 2.0787 0.7447
C 0.2290 0.9310 0.0873
C -1.1877 2.9147 0.3414
H 0.7562 -2.4275 1.1653
H 1.8726 -1.8016 2.4102
H 2.4597 -2.7730 1.1603
H 1.9317 -1.0197 -0.6744
H 3.0917 -0.5442 0.5411
H 2.2633 0.8328 2.6054
H 0.5685 3.1430 2.4188
H -0.1091 0.5341 -0.8586
H -0.7757 3.9027 0.5467
H -1.9400 2.7992 1.1216
H -1.5544 2.6308 -0.6451
C -1.8096 -0.6265 -5.8504
C -2.5065 -0.3969 -4.5257
O -3.5590 -0.9176 -4.1803
N -1.8442 0.5565 -3.5567
H -1.9245 0.1548 -2.6336
H -0.8403 0.6246 -3.6432
C -2.6267 1.8567 -3.7316
H -1.8353 0.3028 -6.4194
H -2.1993 -1.4453 -6.4552
H -0.7596 -0.8390 -5.6497
H -3.5998 1.6344 -3.2937
H -2.5630 2.1104 -4.7897
H -2.1032 2.5613 -3.0854
C 7.1588 -3.7669 3.4621
C 6.8986 -3.5724 1.9629
C 5.8053 -4.6018 1.4371
N 5.6652 -4.7027 -0.1334
C 6.9957 -5.0423 -0.8184
C 4.5967 -5.7834 -0.5869
C 3.9458 -5.3124 -1.9168
C 3.8082 -3.8138 -1.6191
C 5.0053 -3.4084 -0.6890
H 7.6581 -4.6900 3.7564
H 6.2641 -3.6409 4.0718
H 7.8106 -2.9621 3.8019
H 7.8341 -3.7588 1.4354
H 6.6280 -2.5401 1.7412
H 4.7702 -4.4763 1.7549
H 6.0460 -5.6169 1.7531
H 6.8795 -5.3120 -1.8680
H 7.4461 -5.8436 -0.2326
H 7.5648 -4.1415 -0.5885
H 5.1846 -6.6960 -0.4891
H 3.7614 -5.7870 0.1134
H 4.7037 -5.5916 -2.6487
H 2.9938 -5.8055 -2.1134
H 3.9557 -3.2907 -2.5639
H 2.8180 -3.5078 -1.2815
H 5.8111 -2.9338 -1.2489
H 4.6852 -2.7044 0.0792
C -3.7836 5.2845 1.5063
C -5.0075 4.2977 1.5356
C -6.1237 4.6303 0.4707
N -7.2884 3.6016 0.3371
C -6.8840 2.2687 -0.2176
C -8.4445 4.1602 -0.6513
C -9.7258 3.6304 0.0457
C -9.4555 3.7948 1.5399
C -7.9632 3.5705 1.7511
H -3.0380 5.0606 0.7433
H -3.2534 5.1694 2.4518
H -4.2108 6.2819 1.4021
H -5.4652 4.3442 2.5237
H -4.6736 3.2711 1.3851
H -5.7046 4.6488 -0.5353
H -6.6335 5.5493 0.7596
H -7.8813 1.8401 -0.3159
H -6.2625 1.7548 0.5156
H -6.4672 2.4303 -1.2118
H -8.3676 3.7559 -1.6606
H -8.4054 5.2495 -0.6459
H -10.0477 2.6092 -0.1584
H -10.5971 4.2370 -0.2012
H -9.9906 3.1567 2.2431
H -9.7550 4.8125 1.7902
H -7.7380 2.6073 2.2089
H -7.5853 4.4012 2.3471
N 0.7952 0.5045 -3.3916
S 1.5507 1.8322 -3.3778
O 1.5435 2.7461 -4.5134
O 2.6050 1.9571 -2.4017
F 0.2979 2.5477 -2.6591
S 2.1628 -0.3774 -3.8712
O 3.0268 -0.9797 -2.8835
O 2.8100 0.2213 -5.0545
F 1.4615 -1.7350 -4.5366
N 4.3914 0.6862 3.7116
S 4.9484 -0.5652 4.2647
O 6.3615 -0.6784 4.6087
O 4.2875 -1.7719 3.7392
F 4.1455 -0.6021 5.6706
S 5.2400 0.6635 2.3293
O 5.1612 -0.4989 1.4594
O 6.5070 1.4408 2.3319
F 4.3859 1.6359 1.4777
N -2.3421 -0.5381 -1.1195
S -2.1856 -1.9966 -0.6394
O -3.0986 -2.9850 -1.1848
O -1.7121 -2.1785 0.7143
F -0.9208 -2.3219 -1.5615
S -3.6338 -0.1253 -0.1301
O -3.4218 0.0664 1.2997
O -4.9222 -0.6253 -0.4904
F -3.7487 1.4808 -0.6101
N -0.2633 -6.9597 0.9275
S 0.4376 -5.7491 1.2590
O -0.2170 -4.8627 2.2280
O 1.4006 -5.1826 0.3059
F 1.4908 -6.4480 2.3481
S -0.9121 -6.4361 -0.4830
O -0.3891 -7.0130 -1.7288
O -1.5942 -5.1479 -0.5511
F -2.2250 -7.3380 -0.3886
N 2.1237 4.9611 2.4912
S 1.6013 6.3137 2.8804
O 0.1671 6.5670 2.6799
O 2.4418 7.4796 2.6982
F 1.6388 6.0867 4.5261
S 2.4305 5.4023 0.8549
O 3.8252 5.8124 0.5576
O 1.3332 5.9950 0.0861
F 2.5646 3.9231 0.1813
```

Orbital gap (spin up / spin down), eV: 7.6526 / 2.6727
LUMO (spin up / spin down), eV: -1.487 / -6.467
2S+1: 2


(3)
Entry from OMol25: C16H16AuF3N3O2S2 as an isolated structure at a distorted geometry (ωB97M-V/def2-TZVPD).

```
43
C16H16AuF3N3O2S2, DFT ωB97M-V/def2-TZVPD
Au -0.0391 0.3498 -0.0718
C 2.6996 -1.1761 0.2178
C 2.9062 0.0578 -0.6122
C 4.1614 0.3829 -1.1674
C 4.3153 1.5171 -1.8982
C 3.2086 2.3629 -2.1247
C 3.3085 3.5565 -2.8849
C 2.2102 4.3477 -3.0993
C 0.9698 3.9626 -2.5769
C 0.8252 2.7921 -1.8283
S -0.6868 2.3231 -1.2491
C 1.9888 1.9907 -1.5804
N 1.8629 0.8549 -0.8191
H 3.6477 -1.6746 0.4047
H 2.0233 -1.8673 -0.2928
H 2.2418 -0.9082 1.1735
H 4.9920 -0.2836 -0.9842
H 5.2797 1.7801 -2.3180
H 4.2731 3.8338 -3.2969
H 2.2947 5.2580 -3.6764
H 0.0913 4.5725 -2.7528
F -3.7118 -2.5586 -1.0176
C -2.4443 -2.9220 -1.1286
F -2.2121 -3.8954 -0.2319
F -2.2423 -3.4179 -2.3404
C -1.4716 -1.7598 -0.8516
O -0.2918 -1.9161 -1.1688
O -1.9637 -0.7348 -0.2530
C -3.0820 0.8280 2.4239
N -2.6002 -0.5340 2.6264
C -3.5386 -1.6656 2.6518
C -2.6051 -2.8904 2.7292
N -1.2865 -2.2633 2.5629
C -1.3415 -0.9312 2.5191
S 0.0403 0.1141 2.3860
H -3.8989 1.0307 3.1149
H -3.4403 0.9352 1.3977
H -2.2720 1.5234 2.6177
H -4.1339 -1.6594 1.7393
H -4.1981 -1.5782 3.5107
H -2.8019 -3.5921 1.9293
H -2.6775 -3.4068 3.6812
H -0.4003 -2.7382 2.5392
```

Orbital gap (spin up / spin down), eV: 5.0549 / 5.3734
Charge: +1
LUMO (spin up / spin down), eV: -6.156 / -5.858


(4)
Entry from OMol25: one molecule with the formula C16H16N4O5 at a distorted geometry (ωB97M-V/def2-TZVPD).

```
41
C16H16N4O5, DFT ωB97M-V/def2-TZVPD
C -7.3265 -0.1887 -0.7496
O -6.0125 0.0692 -0.7832
C -5.2215 -0.7181 -0.1076
O -5.4904 -1.9071 0.2918
C -3.8386 -0.0164 -0.1193
N -3.5899 1.2123 -0.3214
N -2.2069 1.3608 0.0231
N -1.7445 2.7287 -0.2695
O -0.5834 2.6992 -0.1944
C -1.5305 0.0292 0.5038
C -1.0241 0.5793 2.0643
C 0.4596 0.3413 1.8183
O 1.1831 0.4528 2.9674
N 0.8265 -0.1295 0.6952
C 2.1105 -0.0237 0.2971
C 2.7504 -1.1393 -0.1217
C 3.9996 -1.3525 -0.1568
C 4.7435 -2.9239 -0.4240
C 4.7187 -0.1281 -0.6543
C 3.9937 1.0968 -0.4978
C 4.8043 2.2213 -1.1897
C 2.7540 1.0778 -0.2925
C -0.3187 -0.1125 -0.1220
O -0.1567 -0.2365 -1.4331
C -2.6532 -0.8123 0.4723
H -7.3408 -1.2306 -0.5033
H -7.8743 0.5621 -0.2946
H -7.5485 -0.1418 -1.9242
H -1.4074 -0.2054 2.5922
H -1.2893 1.5191 2.6376
H 2.2970 -2.1724 0.4128
H 4.4287 -3.1028 -1.3461
H 4.4083 -3.3893 0.5534
H 5.8468 -2.6694 -0.4117
H 5.7558 -0.2008 -1.1112
H 5.8617 2.0571 -1.4150
H 4.9056 2.7955 -0.2369
H 4.2473 2.6997 -1.8384
H 2.3305 2.2340 -0.1122
H -2.9690 -1.2788 1.4653
H -2.2984 -1.6564 -0.1641
```

Orbital gap, eV: 8.5692
SMILES string: COC(=O)C1=NN(N=O)[C@@]2(CC(=O)N(c3cc(C)cc(C)c3)C2=O)C1
LUMO, eV: -0.495
Energy relative to the best compared isomer or geometry (same formula, charge and spin), kcal per mole: 293.78


(5)
Entry from OMol25: one molecule with the formula C3H4Si at a distorted geometry (ωB97M-V/def2-TZVPD).

```
8
C3H4Si, DFT ωB97M-V/def2-TZVPD
C -0.2379 0.3835 0.4718
C 1.8276 -0.4606 -0.6145
C 0.5907 -0.6459 -0.3679
Si -1.9987 0.4559 0.4426
H 0.3752 0.6870 1.4029
H 2.4838 0.4231 -0.3274
H 0.1993 -1.5629 -0.8004
H -3.2400 0.7200 -0.2072
```

Orbital gap (spin up / spin down), eV: 6.6639 / 7.4091
LUMO (spin up / spin down), eV: -0.626 / -0.873
Energy relative to the best compared isomer or geometry (same formula, charge and spin), kcal per mole: 15.04
2S+1: 3


(6)
Entry from OMol25: C4H7N4 as an isolated structure at a distorted geometry (ωB97M-V/def2-TZVPD).

```
15
C4H7N4, DFT ωB97M-V/def2-TZVPD
C 0.7924 -1.5630 -1.5269
C 0.3253 -0.5744 -0.6979
C 0.9070 -0.0542 0.4782
C -2.1904 0.6344 -0.5255
N 1.1750 -2.3921 -2.2281
N -1.4190 -0.1846 -1.2920
N 1.8426 -0.7767 1.0842
N 0.5298 1.1218 0.9754
H -3.2254 0.2772 -0.6543
H -2.1985 1.6398 -0.9896
H -1.9499 0.7438 0.5382
H 2.1090 -1.6811 0.7189
H 2.3323 -0.4422 1.9017
H -0.0167 1.7606 0.4213
H 0.9865 1.4906 1.7967
```

Orbital gap (spin up / spin down), eV: 7.5603 / 9.4895
Charge: +1
LUMO (spin up / spin down), eV: -6.995 / -5.101
Energy relative to the best compared isomer or geometry (same formula, charge and spin), kcal per mole: 113.15